{"formula": "C26H27MnN5OP", "method": "ωB97M-V/def2-TZVPD", "homo_lumo_gap_ev": [6.310, 7.341], "spin_multiplicity": 2, "total_charge": 3, "e_lumo_ev": [-11.1, -10.1], "total_energy_ha": -2847.41004, "s_squared": 1.109, "symbols": ["Mn", "C", "C", "C", "C", "C", "H", "H", "H", "H", "H", "N", "P", "C", "C", "C", "C", "C", "C", "C", "C", "C", "C", "C", "C", "C", "C", "C", "C", "C", "N", "H", "H", "H", "H", "H", "H", "H", "H", "H", "H", "H", "H", "H", "H", "H", "C", "N", "C", "C", "O", "N", "C", "N", "H", "H", "H", "H", "H", "H", "H"], "xyz": [[-0.790, 0.031, 1.185], [-1.625, 2.169, 1.313], [-0.282, 2.425, 1.448], [0.204, 1.708, 2.630], [-0.821, 0.992, 3.161], [-2.006, 1.335, 2.391], [-2.285, 2.599, 0.576], [0.299, 3.087, 0.823], [1.206, 1.771, 3.014], [-0.811, 0.415, 4.071], [-3.010, 1.042, 2.655], [1.125, -0.862, -0.923], [1.128, 0.638, -0.141], [2.746, 0.785, 0.576], [3.041, 0.492, 1.912], [4.340, 0.601, 2.383], [5.356, 0.989, 1.521], [5.084, 1.228, 0.179], [3.789, 1.123, -0.298], [0.901, 1.823, -1.439], [1.534, 3.067, -1.396], [1.327, 3.978, -2.421], [0.493, 3.656, -3.482], [-0.151, 2.424, -3.523], [0.043, 1.512, -2.499], [0.983, -1.935, -0.061], [1.501, -3.195, -0.327], [1.343, -4.185, 0.615], [0.674, -3.909, 1.813], [0.163, -2.660, 2.002], [0.298, -1.671, 1.071], [1.685, -0.999, -1.758], [2.280, 0.109, 2.576], [4.562, 0.376, 3.418], [6.369, 1.085, 1.890], [5.884, 1.498, -0.497], [3.600, 1.302, -1.350], [2.198, 3.327, -0.578], [1.829, 4.936, -2.398], [0.351, 4.363, -4.289], [-0.787, 2.179, -4.364], [-0.416, 0.533, -2.539], [2.033, -3.373, -1.252], [1.751, -5.171, 0.432], [0.556, -4.658, 2.582], [-0.377, -2.401, 2.899], [-5.135, -2.376, -1.820], [-4.093, -1.860, -0.921], [-3.949, -2.241, 0.485], [-2.775, -1.391, 0.840], [-2.188, -1.228, 1.941], [-2.300, -0.711, -0.196], [-3.139, -1.007, -1.255], [-2.992, -0.491, -2.459], [-5.890, -2.868, -1.213], [-4.721, -3.096, -2.524], [-5.612, -1.552, -2.348], [-3.724, -3.302, 0.612], [-4.833, -1.999, 1.077], [-2.329, 0.250, -2.611], [-3.634, -0.709, -3.207]], "forces_ev_per_a": [[0.7, 1.8, 0.2], [-1.3, -0.4, 0.2], [1.2, -0.6, 0.2], [0.8, 0.3, -0.8], [-1.3, -0.1, 0.5], [-0.3, -0.3, 0.1], [0.0, -0.1, -0.1], [0.0, 0.0, 0.1], [0.1, 0.0, -0.1], [0.0, -0.1, 0.0], [0.0, 0.0, -0.1], [-0.3, -0.2, -0.2], [-0.2, -0.6, -0.2], [0.3, 0.4, 0.2], [0.0, -0.2, -0.1], [0.0, 0.0, -0.1], [0.0, 0.0, 0.0], [0.0, 0.0, 0.0], [0.0, 0.1, 0.0], [0.0, 0.1, -0.2], [0.0, 0.1, 0.0], [0.0, 0.0, 0.1], [0.0, 0.0, -0.1], [0.0, 0.0, 0.0], [0.1, 0.0, -0.1], [-0.1, -0.1, 0.0], [0.1, 0.0, -0.1], [0.0, -0.1, 0.1], [0.1, -0.2, 0.0], [0.1, 0.4, -0.1], [-0.1, -0.1, 0.2], [0.0, 0.0, 0.1], [-0.1, 0.0, 0.1], [0.0, 0.0, 0.0], [0.0, 0.0, 0.0], [0.0, 0.0, 0.0], [0.0, 0.1, 0.0], [0.0, 0.0, -0.1], [0.0, 0.0, 0.0], [0.0, 0.0, 0.0], [0.0, 0.0, 0.0], [0.1, -0.1, 0.0], [0.0, 0.0, 0.0], [0.0, 0.0, 0.0], [0.0, 0.0, 0.0], [0.0, 0.0, 0.0], [0.1, 0.1, 0.1], [-0.1, -0.1, 0.1], [0.0, 0.0, -0.2], [0.3, 0.0, 0.7], [-0.3, -0.3, -0.3], [0.1, 0.3, -0.2], [0.1, 0.1, 0.0], [0.0, 0.1, 0.0], [0.0, 0.0, 0.0], [0.0, 0.0, 0.0], [0.0, 0.0, 0.0], [0.0, 0.0, 0.0], [0.0, 0.0, 0.0], [0.0, 0.0, 0.0], [0.0, 0.0, 0.0]]}